{"formula": "C5H12N2O2", "method": "ωB97M-V with the def2-TZVPD basis set", "homo_energy_ev": [2.8614, 3.2007], "energy_ev": -12445.5111, "gap_ev": [3.61, 3.34], "charge": -2, "spin_multiplicity": 1, "species": ["C", "C", "C", "C", "C", "N", "N", "O", "O", "H", "H", "H", "H", "H", "H", "H", "H", "H", "H", "H", "H"], "coordinates": [[-0.87952, -0.08796, -1.81543], [-0.39640, 2.02394, 0.94714], [0.52707, 0.07255, -1.23635], [-0.27156, 0.47059, 1.11702], [0.58746, -0.32483, 0.16561], [-0.43082, -2.29036, 0.16558], [1.90606, -0.51986, 0.70438], [-1.64725, -2.26693, 0.72019], [2.90012, -0.76676, -0.29331], [-0.89370, -0.09202, -2.95394], [-1.41085, -1.00916, -1.46689], [-1.53404, 0.66768, -1.39358], [0.56341, 2.41739, 0.66346], [-1.14562, 2.33518, 0.26075], [-0.99970, 2.37941, 1.80419], [1.09289, 1.05178, -1.46398], [1.21633, -0.63169, -1.66084], [-0.07408, 0.42508, 2.15583], [-1.27661, 0.03853, 1.16288], [0.21552, -2.61220, 0.99287], [1.95128, -1.28036, 1.42443]]}

{"formula": "C5H12N2O2", "method": "ωB97M-V with the def2-TZVPD basis set", "homo_energy_ev": [-7.1986, -5.9230], "energy_ev": -12449.2584, "gap_ev": [8.10, 6.80], "spin_multiplicity": 1, "species": ["C", "C", "C", "C", "C", "N", "N", "O", "O", "H", "H", "H", "H", "H", "H", "H", "H", "H", "H", "H", "H"], "coordinates": [[-1.28824, 0.02234, 1.21822], [-1.60115, 1.22291, 0.34282], [-1.69681, -1.20322, 0.48941], [-0.55659, -0.16525, -1.25891], [2.46316, -0.90734, -0.61741], [1.97151, 1.15508, 0.23167], [1.61224, -0.13898, 0.24154], [-0.88525, 1.14001, -0.92076], [-1.25415, -1.20261, -0.86917], [-0.25620, 0.11284, 1.51356], [-1.79654, 0.10357, 2.24294], [-2.62864, 1.23429, 0.22926], [-1.39327, 2.10950, 0.84379], [-1.28175, -2.05502, 0.87162], [-2.82966, -1.28438, 0.40697], [0.00150, -0.15377, -2.16116], [3.45309, -0.82719, -0.15511], [1.91654, -1.85069, -0.65017], [2.38999, -0.66736, -1.68044], [2.55232, 1.59878, -0.58134], [1.10790, 1.75650, 0.26268]]}

{"formula": "C5H12N2O2", "method": "ωB97M-V with the def2-TZVPD basis set", "homo_energy_ev": -7.9485, "energy_ev": -12452.9417, "gap_ev": 8.54, "spin_multiplicity": 1, "species": ["C", "C", "C", "C", "O", "H", "H", "H", "H", "H", "H", "H", "H", "C", "N", "N", "O", "H", "H", "H", "H"], "coordinates": [[0.04023, 2.30237, -0.14572], [-1.88691, -1.04292, 0.25079], [-0.64662, 1.02409, -0.45767], [-0.78541, -0.03275, 0.48345], [-1.19429, 0.84648, -1.64580], [-0.71926, 1.37766, -2.30462], [-0.71532, 0.31054, 1.51120], [0.90611, 2.08909, 0.48002], [0.35071, 2.82900, -1.04933], [-0.65734, 2.93728, 0.41178], [-1.77433, -1.86728, 0.95336], [-2.88266, -0.60704, 0.36744], [-1.83335, -1.44995, -0.75913], [0.98390, -0.65667, -0.01318], [0.86991, -2.08932, 0.07197], [1.85188, -0.14190, 1.03032], [1.21427, -0.13797, -1.18128], [0.45830, -2.43774, -0.78648], [1.76201, -2.52662, 0.26605], [1.87554, -0.71732, 1.86373], [2.78266, -0.00905, 0.65310]]}

{"formula": "C5H12N2O2", "method": "ωB97M-V with the def2-TZVPD basis set", "homo_energy_ev": -9.1919, "energy_ev": -12454.3536, "gap_ev": 10.08, "smiles": "C[C@]1(O)[C@H](N)O[C@@]1(C)N", "spin_multiplicity": 1, "species": ["C", "C", "O", "C", "N", "O", "C", "C", "N", "H", "H", "H", "H", "H", "H", "H", "H", "H", "H", "H", "H"], "coordinates": [[-0.78589, 1.06219, 1.19021], [-0.31108, 0.64258, -0.19309], [-0.10618, 1.77182, -1.00378], [-1.16879, -0.40045, -0.93372], [-2.34667, -0.91754, -0.39283], [-0.00537, -1.43678, -0.77769], [0.85826, -0.43475, -0.25427], [1.50790, -0.82889, 1.06492], [1.87857, 0.02261, -1.17280], [0.00497, 1.61324, 1.69481], [-1.65522, 1.71170, 1.09116], [-1.05823, 0.20542, 1.80158], [0.80191, 2.07742, -0.85725], [-1.31498, -0.14625, -1.98897], [-2.24860, -1.22157, 0.56761], [-3.17369, -0.38791, -0.63290], [2.20625, -1.64183, 0.87550], [0.76335, -1.18554, 1.76982], [2.04597, 0.01571, 1.48963], [1.47959, 0.13477, -2.09917], [2.62795, -0.65594, -1.23878]]}

{"formula": "C5H12N2O3", "method": "ωB97M-V with the def2-TZVPD basis set", "homo_energy_ev": -9.4486, "energy_ev": -14501.8148, "gap_ev": 9.80, "smiles": "CC(=O)NC(=O)N(C)C.O", "spin_multiplicity": 1, "species": ["C", "C", "O", "N", "C", "O", "N", "C", "C", "H", "H", "H", "H", "H", "H", "H", "H", "H", "H", "O", "H", "H"], "coordinates": [[-2.30551, 0.18208, 1.10559], [-0.98415, 0.13200, 0.37911], [-0.91430, 0.20883, -0.83176], [0.21570, 0.57571, 1.26572], [1.42611, 1.12560, 0.83321], [2.13316, 0.52769, 0.02043], [1.81397, 2.25303, 1.46146], [3.17780, 2.72659, 1.31969], [0.93631, 3.03751, 2.31257], [-2.85705, 1.07846, 0.80876], [-2.89505, -0.71383, 0.86497], [-2.13352, 0.19081, 2.19121], [-0.01579, 0.62489, 2.24954], [3.54747, 3.07146, 2.29521], [3.81631, 1.91457, 0.96154], [3.22608, 3.56466, 0.60845], [1.39298, 4.02216, 2.46394], [-0.04066, 3.18580, 1.83801], [0.79066, 2.56480, 3.29663], [0.02302, -2.37495, 0.91336], [0.53607, -1.50781, 1.35388], [-0.55931, -2.71735, 1.59810]]}

{"formula": "C5H12N2S", "method": "ωB97M-V with the def2-TZVPD basis set", "homo_energy_ev": -8.5868, "energy_ev": -19186.6487, "gap_ev": 9.09, "spin_multiplicity": 1, "species": ["C", "C", "C", "C", "C", "H", "H", "H", "H", "H", "H", "H", "H", "H", "H", "H", "H", "N", "N", "S"], "coordinates": [[1.13908, -1.74228, -0.40693], [-0.04593, -0.92673, -0.11889], [-0.07340, -0.80838, 1.53980], [-0.06830, 0.56276, -0.32713], [-1.08944, 1.39318, -1.15669], [1.07296, -2.34321, -1.65019], [2.03430, -0.96215, -0.03581], [1.12030, -2.81543, 0.48424], [-0.97725, -1.25281, -0.35407], [0.86028, -0.29758, 1.80564], [0.08492, -1.90008, 1.91128], [-1.06135, -0.34844, 1.97199], [-0.55343, 2.60247, -0.88683], [-0.98149, 1.18853, -2.38993], [-2.30042, 1.12682, 0.49915], [-3.06412, 1.61497, -1.45474], [3.27173, 1.82370, 0.43160], [-2.43734, 0.95383, -0.86802], [0.83967, 1.35308, 0.03320], [2.22922, 0.77777, 0.97231]]}

{"formula": "C5H12N2S", "method": "ωB97M-V with the def2-TZVPD basis set", "homo_energy_ev": -8.9887, "energy_ev": -19189.9674, "gap_ev": 9.53, "smiles": "C[C@](S)(CN)[C@H]1CN1", "spin_multiplicity": 1, "species": ["C", "C", "S", "C", "N", "C", "C", "N", "H", "H", "H", "H", "H", "H", "H", "H", "H", "H", "H", "H"], "coordinates": [[-0.57751, 0.90001, 1.57709], [0.19114, 0.48464, 0.13318], [1.29679, 1.83031, -0.40814], [-1.24486, 0.44629, -0.74917], [-2.03227, -0.84758, -0.38382], [0.80021, -0.89965, 0.20275], [1.93799, -1.37330, -0.56476], [2.17922, -0.76481, 0.77209], [-0.98323, 1.93828, 1.54413], [-1.42414, 0.09025, 1.59976], [0.01037, 0.58337, 2.55603], [1.07784, 1.61574, -1.84547], [-2.02423, 1.45987, -0.35849], [-0.99483, 0.46891, -1.79572], [-2.66652, -0.61526, 0.24400], [-2.60977, -0.72490, -1.42821], [0.10004, -1.54229, 0.69577], [2.20459, -0.75028, -1.42864], [2.06421, -2.52521, -0.76198], [2.69494, 0.22561, 0.39961]]}

{"formula": "C5H12N3", "method": "ωB97M-V with the def2-TZVPD basis set", "homo_energy_ev": -12.2092, "energy_ev": -9838.2811, "gap_ev": 7.68, "charge": 1, "spin_multiplicity": 1, "species": ["C", "C", "C", "C", "C", "N", "N", "N", "H", "H", "H", "H", "H", "H", "H", "H", "H", "H", "H", "H"], "coordinates": [[0.46264, 0.54590, 1.00196], [-0.86799, 0.76544, 0.83347], [1.08145, -0.65504, 0.63783], [2.90547, 0.44597, -0.43821], [-2.63860, 0.30356, -0.81268], [-1.27157, -1.51514, -0.04872], [2.26120, -0.72582, 0.08301], [-1.73494, -0.29932, 0.28017], [1.08728, 1.30422, 1.38325], [-1.29420, 1.70768, 1.39061], [0.34711, -1.46871, 0.79115], [3.43449, 0.88381, 0.32989], [3.58263, 0.24437, -1.32784], [2.18362, 1.06154, -0.85256], [-1.99211, 0.12227, -1.67472], [-3.70229, -0.24113, -0.93670], [-2.93822, 1.40887, -0.76769], [-1.35905, -1.77352, -0.97479], [2.70041, -1.66083, -0.02514], [-2.24731, -0.45414, 1.12770]]}

{"formula": "C5H12N3", "method": "ωB97M-V with the def2-TZVPD basis set", "homo_energy_ev": -13.1208, "energy_ev": -9842.4125, "gap_ev": 9.88, "charge": 1, "spin_multiplicity": 1, "species": ["C", "C", "C", "N", "H", "H", "H", "H", "H", "C", "N", "C", "N", "H", "H", "H", "H", "H", "H", "H"], "coordinates": [[-0.67170, -0.75068, -2.04791], [-0.28980, 0.37612, -2.63874], [1.07433, -1.96214, -1.28312], [-0.04202, -1.43820, -0.96965], [-1.51950, -1.28896, -2.45979], [0.59957, 0.90117, -2.30437], [-0.83177, 0.79280, -3.47122], [1.58672, -2.58382, -0.55650], [1.57369, -1.70995, -2.21746], [1.54599, -0.00597, 2.04949], [-1.58681, 1.76178, 1.25326], [-0.55671, 1.21212, 1.86178], [0.36009, 0.47679, 1.32530], [1.24433, -0.42644, 3.00472], [2.24160, 0.81459, 2.20149], [2.00661, -0.78262, 1.45314], [-1.89604, 1.40660, 0.35042], [-2.32276, 2.22717, 1.75868], [-0.41199, 1.50280, 2.89933], [0.25557, 0.14755, 0.36661]]}

{"formula": "C5H12N3", "method": "ωB97M-V with the def2-TZVPD basis set", "homo_energy_ev": -12.4910, "energy_ev": -9840.5309, "gap_ev": 8.61, "charge": 1, "smiles": "CC#[N+][C@H](C)NCN", "spin_multiplicity": 1, "species": ["C", "C", "N", "C", "C", "N", "C", "N", "H", "H", "H", "H", "H", "H", "H", "H", "H", "H", "H", "H"], "coordinates": [[1.81385, 0.01456, 2.50214], [0.93221, 0.51027, 1.48051], [0.56210, 0.85102, 0.44239], [-0.57975, 0.98037, -0.64000], [-1.71769, 1.79379, -0.03458], [-0.90490, -0.30750, -0.87050], [-0.24343, -1.21718, -1.83822], [0.49541, -2.25860, -1.09847], [1.31079, -0.82802, 3.14079], [2.62097, -0.36497, 2.01775], [1.99086, 0.94594, 3.12915], [0.10319, 1.67973, -1.26600], [-2.37863, 1.74228, -0.88421], [-2.01166, 1.25269, 0.76162], [-1.34200, 2.87626, 0.16445], [-1.89084, -0.37787, -0.83881], [-0.88577, -1.83150, -2.42813], [0.52260, -0.67394, -2.30310], [0.13571, -2.39759, -0.16297], [1.46695, -2.38973, -1.27383]]}

{"formula": "C5H12N3", "method": "ωB97M-V with the def2-TZVPD basis set", "homo_energy_ev": -12.7072, "energy_ev": -9841.3528, "gap_ev": 8.74, "charge": 1, "smiles": "C/[NH+]=C/C=C(/C)NN", "spin_multiplicity": 1, "species": ["C", "N", "C", "C", "C", "C", "N", "N", "H", "H", "H", "H", "H", "H", "H", "H", "H", "H", "H", "H"], "coordinates": [[-3.15971, 0.16313, -0.22226], [-1.74632, -0.04511, -0.26229], [-1.02592, -1.09452, -0.19905], [0.37008, -1.15046, -0.28722], [1.42363, -0.23226, -0.12567], [2.73947, -0.73944, -0.45064], [1.40810, 1.07677, 0.36660], [0.25064, 1.62489, 1.00423], [-3.33221, 1.14172, 0.34849], [-3.72061, 0.11913, -1.15596], [-3.76447, -0.73380, 0.28780], [-1.24357, 0.88006, -0.61303], [-1.49286, -2.01643, 0.12443], [0.74428, -2.17867, -0.54432], [2.71001, -1.69150, -0.92833], [3.55462, -0.86262, 0.38030], [3.25093, -0.01089, -1.16869], [2.34986, 1.60710, 0.45429], [0.21485, 2.67088, 0.97364], [0.46921, 1.47202, 2.01766]]}

{"formula": "C5H12N3O", "method": "ωB97M-V with the def2-TZVPD basis set", "homo_energy_ev": -13.5849, "energy_ev": -11888.3152, "gap_ev": 8.56, "charge": 1, "smiles": "COC[C@H]1CNC(N)=[NH+]1", "spin_multiplicity": 1, "species": ["C", "O", "C", "C", "C", "N", "C", "N", "N", "H", "H", "H", "H", "H", "H", "H", "H", "H", "H", "H", "H"], "coordinates": [[-2.00906, 0.32004, 2.13662], [-0.62219, 0.54965, 2.28135], [-0.04872, 1.26440, 1.22963], [0.24889, 0.34579, 0.05819], [0.22717, 0.84349, -1.44550], [1.53035, 0.21580, -1.89739], [1.44815, -0.94625, -1.16555], [0.97482, -2.11706, -1.54723], [1.51204, -0.47241, 0.12667], [-2.55268, 1.25500, 2.00652], [-2.35370, -0.18358, 3.02813], [-2.26082, -0.33303, 1.29756], [0.90675, 1.62230, 1.60434], [-0.62653, 2.12945, 0.89733], [-0.53055, -0.42209, 0.04889], [-0.51704, 0.27936, -1.98813], [0.17342, 1.91853, -1.51460], [1.60548, -0.02296, -2.88604], [0.09516, -2.11357, -2.04783], [1.23164, -2.98911, -1.10630], [1.56743, -1.14375, 0.88334]]}